# 1
Density functional theory data (the ωB97M-V functional and the def2-TZVPD basis) for 2 unconnected molecules or ions with the total composition C5H10NO3 in a non-equilibrium geometry.

Values from the calculation:
- Highest occupied orbital energy: -4.8 eV
- Electronic energy: -477.10195 a.u.
- Charge: -1
- LUMO level: 3.904 eV

XYZ file:
```
19
Properties=species:S:1:pos:R:3:forces:R:3
C 1.064391 1.436157 1.160688 -1.4 -0.3 -0.2
C 0.577024 1.828565 -0.247144 -0.2 -0.4 0.7
C -0.061261 1.232390 2.188743 0.6 0.4 0.0
O 0.026212 1.806277 3.270436 -0.2 0.0 0.4
N -1.052997 0.409190 1.853757 -0.9 -0.9 -1.0
H 1.577076 0.476816 1.162455 0.5 0.1 -0.2
H 1.637525 2.237079 1.577887 0.7 0.2 0.3
H -0.216422 2.573577 -0.149639 0.1 0.1 -0.1
H -1.784503 0.121849 2.481652 0.3 0.5 0.5
H -1.099375 -0.125155 0.964565 0.7 0.2 0.0
H 0.162179 0.948817 -0.728485 -0.1 0.0 -0.2
H 1.391652 2.240002 -0.830450 0.2 0.1 -0.2
C 0.106326 -2.597454 -2.104636 -0.2 0.5 0.0
C -0.910044 -1.642851 -1.447084 0.3 0.2 0.4
O -0.526644 -1.198981 -0.318336 -0.1 -0.1 -0.2
O -1.960550 -1.369748 -2.040321 -0.1 -0.1 -0.2
H 0.897819 -2.006002 -2.565796 0.2 0.1 0.2
H -0.354769 -3.149449 -2.908582 -0.2 -0.4 -0.1
H 0.526362 -3.221081 -1.319710 0.1 -0.2 -0.2
```
Positions in Å, forces in eV/Å.


# 2
Density functional theory data (the ωB97M-V functional and the def2-TZVPD basis) for 2 unconnected molecules or ions with the total composition C5H10NO3.

Values from the calculation:
- Highest occupied orbital energy: -12.6 eV
- Electronic energy: -476.64437 a.u.
- Charge: +1
- LUMO level: -3.078 eV

XYZ file:
```
19
Properties=species:S:1:pos:R:3:forces:R:3
C 1.370045 1.283092 1.400166 0.3 -0.6 -0.1
C 0.256560 -0.289078 -2.063892 0.0 0.1 -0.6
C -0.190539 1.139786 -1.699361 0.5 0.3 -0.6
C -0.737114 -0.213345 -0.026521 0.2 -0.5 0.1
C -1.342065 -0.669949 1.254207 -0.3 0.3 0.4
N -0.071487 -0.990425 -0.832946 -0.2 0.1 0.4
O 2.520723 0.940593 1.892981 0.1 0.2 0.1
O -0.932355 0.980555 -0.476391 -0.6 -0.1 0.5
O -0.987754 -2.011937 1.436209 0.2 -0.2 -0.1
H 1.242834 2.355642 1.660736 0.3 -0.1 0.1
H -0.314510 -0.710006 -2.897586 0.1 0.1 0.1
H 1.320008 -0.358572 -2.292106 -0.1 0.0 0.1
H 0.650870 1.804905 -1.480562 -0.2 -0.2 0.0
H -0.840836 1.610789 -2.436929 0.0 -0.1 0.1
H -2.432439 -0.528715 1.179042 0.2 0.0 -0.1
H -0.980297 -0.019743 2.064351 0.0 0.0 -0.3
H 0.106115 -1.968699 -0.647436 -0.1 0.1 0.2
H 2.754222 0.004776 1.725640 -0.4 0.4 0.0
H -1.391983 -2.359670 2.240397 0.0 0.1 -0.1
```
Positions in Å, forces in eV/Å.


# 3
Density functional theory data (the ωB97M-V functional and the def2-TZVPD basis) for a single C5H10NOPS molecule in a non-equilibrium geometry.

Values from the calculation:
- Highest occupied orbital energy: -9.2 eV
- Electronic energy: -1066.05344 a.u.
- Structure (SMILES): C=C[P@@](=S)(CC)NC=O
- Charge: 0
- LUMO level: 0.719 eV

XYZ file:
```
19
Properties=species:S:1:pos:R:3:forces:R:3
C -1.639849 -0.413292 2.114826 -1.2 3.9 0.7
C -0.777420 0.277918 1.367326 0.8 -4.3 -0.6
P 0.486382 -0.723929 0.296914 -0.8 3.1 0.7
S 0.516770 -2.617726 0.278987 -0.2 -0.9 0.2
C 0.447705 0.107890 -1.314346 1.3 -2.1 -1.8
C -0.602388 -0.277638 -2.376468 -2.4 1.2 1.4
N 1.974475 -0.121437 1.005052 0.2 -5.4 0.3
C 2.384946 1.112626 1.196967 1.0 0.4 0.7
O 1.779552 2.035326 0.730514 -0.3 1.8 -0.1
H -2.418030 0.164514 2.771083 1.6 -1.3 -1.2
H -1.685754 -1.447839 2.069722 -0.1 -1.9 0.0
H -0.571400 1.286991 1.338955 0.0 2.2 0.1
H 0.525038 1.157860 -1.174250 0.0 0.9 0.2
H 1.382843 -0.250082 -1.857045 -0.5 0.6 1.2
H -1.584289 0.256668 -2.116274 1.2 -0.5 -0.5
H -0.261986 0.123801 -3.339333 -0.2 -0.5 0.2
H -0.922540 -1.332255 -2.367476 0.8 0.3 -0.3
H 2.525583 -0.983910 1.347503 -0.9 2.2 -0.5
H 3.309948 1.166364 1.831034 -0.4 0.3 -0.4
```
Positions in Å, forces in eV/Å.


# 4
Density functional theory data (the ωB97M-V functional and the def2-TZVPD basis) for a gas-phase ion, C5H10NOS (charge -2) in a non-equilibrium geometry.

Values from the calculation:
- Highest occupied orbital energy (alpha / beta): 2.7 / -0.1 eV
- Electronic energy: -724.57813 a.u.
- <S²>: 0.7539
- Spin multiplicity: 2
- Charge: -2
- LUMO level (alpha / beta): 5.833 / 5.832 eV

XYZ file:
```
18
Properties=species:S:1:pos:R:3:forces:R:3
C -0.945438 -1.175185 1.051517 0.6 0.6 -0.3
C -0.264848 -0.415688 2.179656 -0.3 -0.3 0.8
S -0.950881 -0.859336 3.849146 0.0 0.0 -0.2
C -0.449386 -0.842083 -0.380830 -0.6 0.0 0.4
N -0.464070 0.571811 -0.693392 0.0 0.6 -0.6
C 0.805745 1.219283 -1.070642 -0.1 -1.1 0.4
C 1.197966 0.990204 -2.494331 0.5 0.3 -1.0
O 2.146873 1.691715 -3.067959 -0.2 -0.1 0.4
H -0.784988 -2.229202 1.290224 -0.4 -0.1 -0.3
H -2.009379 -0.935645 1.053952 -0.2 -0.2 0.3
H -0.362398 0.662655 2.077824 0.1 0.1 -0.2
H 0.789148 -0.685557 2.199043 0.2 0.2 -0.2
H 0.540079 -1.256412 -0.587205 0.1 0.1 0.0
H -1.178019 -1.322733 -1.049493 0.3 -0.4 -0.2
H -0.945006 1.136648 -0.013896 0.0 -0.3 0.3
H 1.589336 0.811635 -0.388141 0.1 0.3 0.0
H 0.716669 2.283156 -0.812633 0.0 0.3 -0.2
H 0.568598 0.354733 -3.142840 -0.3 0.1 0.4
```
Positions in Å, forces in eV/Å.


# 5
Density functional theory data (the ωB97M-V functional and the def2-TZVPD basis) for a single C5H10NOS molecule in a non-equilibrium geometry.

Values from the calculation:
- Highest occupied orbital energy (alpha / beta): -8.9 / -9.1 eV
- Electronic energy: -724.47968 a.u.
- <S²>: 1.7581
- Spin multiplicity: 2
- Charge: 0
- LUMO level (alpha / beta): -1.114 / -1.909 eV

XYZ file:
```
18
Properties=species:S:1:pos:R:3:forces:R:3
O -1.465997 0.645467 0.850503 2.7 -1.3 1.0
C -1.076491 -0.400356 -0.115172 -2.6 1.4 -0.5
N -0.231280 -1.462953 0.296701 -0.4 0.9 0.6
C 1.146833 -1.090634 0.241171 1.3 -0.3 0.1
C 1.634045 0.314850 0.671128 -1.6 0.9 -0.4
S 3.097599 1.013305 -0.062479 -0.1 -0.5 0.2
C -2.513404 -0.833367 -0.538161 0.9 -0.6 -0.5
C -3.327973 0.278449 -1.086036 -0.5 0.0 -0.5
H -0.586719 0.153851 -0.934291 0.0 -0.3 -0.2
H 1.404508 -1.073419 -0.837221 0.0 -0.5 0.1
H 1.699375 -1.895647 0.728809 0.2 0.1 -0.2
H 0.846660 0.943330 0.212913 0.3 0.4 0.0
H 1.488416 0.643812 1.699870 0.3 -0.7 0.3
H -2.997829 -1.207369 0.362393 0.1 -0.3 -0.1
H -2.433464 -1.624142 -1.299548 -0.1 -0.1 0.2
H -2.117982 1.087714 0.334068 -1.1 1.0 -0.3
H -4.396163 0.287078 -0.910710 0.1 0.0 0.2
H -3.040282 0.871358 -1.946962 0.4 -0.1 0.1
```
Positions in Å, forces in eV/Å.


# 6
Density functional theory data (the ωB97M-V functional and the def2-TZVPD basis) for a gas-phase ion, C5H10NOS (charge +1) in a non-equilibrium geometry.

Values from the calculation:
- Highest occupied orbital energy (alpha / beta): -10.9 / -12.9 eV
- Electronic energy: -724.26241 a.u.
- Charge: +1
- LUMO level (alpha / beta): -5.501 / -3.429 eV

XYZ file:
```
18
Properties=species:S:1:pos:R:3:forces:R:3
C -0.141144 -1.898763 0.991702 -3.3 -0.1 1.4
C 0.324987 1.817705 -2.730965 -0.8 -0.2 1.4
C 0.323776 1.562096 -0.364762 -1.3 1.4 -2.2
C -0.484413 -0.985276 2.158070 0.2 0.2 4.1
C -0.489366 0.317721 -0.172242 -1.4 0.1 2.8
N 0.195589 -0.997853 -0.129698 -0.1 -1.0 -2.0
O 1.002357 1.578637 -1.589671 1.0 -0.3 -0.6
S -1.340125 0.471888 1.446421 0.8 -0.9 -1.4
H 0.673012 -2.628083 1.041247 -0.5 0.0 0.5
H -1.214671 -2.337504 0.785709 2.4 0.2 -0.3
H 0.788328 1.567431 -3.641347 0.7 -0.1 -0.7
H -0.716405 2.029827 -2.647207 -0.6 0.3 0.0
H -0.331597 2.494022 -0.284474 0.5 -1.3 0.1
H 1.093994 1.634224 0.346748 1.0 0.1 1.3
H -1.192140 -1.374234 3.017883 0.9 0.0 -2.3
H 0.362654 -0.704865 2.891389 -0.7 0.0 -1.8
H 1.194568 -0.888891 -0.222101 0.7 0.3 0.1
H -0.049405 -1.658082 -0.896702 0.1 1.3 -0.4
```
Positions in Å, forces in eV/Å.


# 7
Density functional theory data (the ωB97M-V functional and the def2-TZVPD basis) for a gas-phase ion, C5H10NOS (charge +1) in a non-equilibrium geometry.

Values from the calculation:
- Highest occupied orbital energy: -13.3 eV
- Electronic energy: -724.37472 a.u.
- Structure (SMILES): CS[C@@H]1OC=C[N@H+]1C
- Charge: +1
- LUMO level: -3.067 eV

XYZ file:
```
18
Properties=species:S:1:pos:R:3:forces:R:3
C 1.815797 2.296636 0.799605 -0.3 0.6 -0.6
S 1.530618 0.601995 1.187590 -0.1 -1.6 0.7
C -0.151569 0.232114 0.573408 1.6 2.3 0.3
O -0.890953 -0.438876 1.578714 -0.4 1.8 0.4
C -0.917075 -1.717857 1.277723 0.0 -3.3 -2.1
C -0.459190 -1.965259 0.036587 0.3 -0.5 0.7
N -0.093548 -0.703019 -0.575026 -1.5 -0.2 -0.4
C -1.060963 -0.360617 -1.639638 -1.4 -3.4 -0.7
H 0.873483 2.728709 0.517129 -0.4 0.4 -0.2
H 2.473242 2.328574 -0.051549 0.4 0.4 -0.1
H 2.188375 2.879065 1.635343 0.2 -0.3 0.2
H -0.555195 1.203920 0.186113 -0.3 -1.0 0.8
H -1.342603 -2.545008 1.894383 0.4 1.5 0.0
H -0.282491 -2.790805 -0.624312 -0.3 -0.6 0.5
H 0.779953 -0.728940 -1.061669 1.3 0.0 0.4
H -1.988251 -0.055345 -1.203473 -0.5 0.2 0.3
H -0.656598 0.353030 -2.259756 0.9 1.8 -1.3
H -1.263032 -1.318317 -2.271172 0.4 1.7 1.1
```
Positions in Å, forces in eV/Å.